1.
{"formula": "CH9N6O2", "method": "ωB97M-V/def2-TZVPD", "species": ["C", "N", "N", "N", "N", "N", "N", "O", "O", "H", "H", "H", "H", "H", "H", "H", "H", "H"], "coordinates": [[-1.09, -0.03, -0.94], [-3.81, -1.70, 0.43], [0.03, -0.25, -0.30], [-2.75, -1.48, -0.28], [-2.26, -0.36, -0.35], [1.19, 0.31, -0.90], [2.69, 1.07, 1.28], [3.83, 0.24, 1.56], [-1.16, 0.65, -2.10], [-4.08, -2.65, 0.28], [-4.47, -1.12, 0.99], [4.26, 0.54, 2.35], [-1.91, 0.47, -2.64], [0.93, 0.95, -1.69], [1.71, 0.78, -0.07], [1.74, -0.51, -1.32], [3.05, 2.04, 1.25], [2.11, 1.05, 2.44]], "e_above_lowest_ev": 2.453, "charge": 1, "homo_ev": -13.028}

2.
{"formula": "CH9NO2", "method": "ωB97M-V/def2-TZVPD", "species": ["H", "O", "N", "H", "H", "H", "C", "H", "H", "H", "O", "H", "H"], "coordinates": [[0.57, 0.33, -0.86], [-0.20, 1.11, -1.35], [1.53, -0.22, -0.13], [0.05, 1.99, -1.07], [2.11, 0.50, 0.29], [2.12, -0.81, -0.70], [0.84, -1.11, 0.85], [0.17, -1.82, 0.35], [1.58, -1.58, 1.50], [0.13, -0.44, 1.38], [-2.15, 0.18, 0.69], [-1.56, 0.66, 0.09], [-2.35, -0.65, 0.23]], "e_above_lowest_ev": 0.424, "homo_ev": -9.712}

3.
{"formula": "CH9NO4", "method": "ωB97M-V/def2-TZVPD", "species": ["C", "N", "O", "H", "H", "H", "H", "H", "O", "H", "H", "O", "H", "H", "O"], "coordinates": [[-1.77, -1.85, 0.00], [-1.44, -0.57, 0.37], [-0.90, -2.70, 0.13], [-2.80, -2.10, -0.23], [-2.10, 0.18, 0.38], [-0.60, -0.39, 0.90], [1.10, -1.96, 0.51], [2.46, -2.34, 1.16], [2.05, -1.88, 0.42], [-0.58, 3.03, -1.42], [0.89, 3.13, -1.60], [0.11, 3.69, -1.57], [1.11, 0.58, -0.04], [1.38, 1.62, 0.94], [1.10, 1.55, 0.02]], "e_above_lowest_ev": 0.989, "smiles": "NC=O.O.O.O", "homo_ev": -10.841}

4.
{"formula": "CH9NP4", "method": "ωB97M-V/def2-TZVPD", "species": ["C", "N", "P", "P", "P", "P", "H", "H", "H", "H", "H", "H", "H", "H", "H"], "coordinates": [[0.35, 2.18, 0.82], [1.54, 1.40, 0.99], [-1.64, -2.31, -2.03], [1.77, 0.04, -0.04], [-1.48, -0.70, -0.51], [0.21, -1.38, 0.68], [0.57, 2.86, -0.05], [-0.67, 1.71, 0.74], [0.17, 2.97, 1.65], [1.86, 1.01, 1.86], [-2.76, -1.61, -2.52], [-0.71, -1.80, -2.88], [0.65, -2.48, 0.05], [2.56, -0.57, 0.95], [-2.44, -1.30, 0.30]], "smiles": "CN[PH]#[PH][PH]#[PH2]", "homo_ev": -8.107}

5.
{"formula": "CH9O4", "method": "ωB97M-V/def2-TZVPD", "species": ["C", "O", "H", "H", "H", "H", "H", "O", "H", "H", "O", "H", "H", "O"], "coordinates": [[1.50, -0.97, 0.02], [0.58, 0.03, -0.18], [2.34, -0.64, 0.65], [1.06, -1.87, 0.46], [1.96, -1.32, -0.93], [0.38, 2.44, 1.63], [0.43, 1.00, 1.23], [0.50, 1.58, 2.04], [-1.67, -0.17, 1.11], [-0.84, -0.73, 0.06], [-1.68, -0.99, 0.60], [-1.16, -0.56, -2.40], [-0.09, 0.37, -1.83], [-0.82, 0.33, -2.50]], "e_above_lowest_ev": 0.097, "charge": -1, "homo_ev": -4.303}

6.
{"formula": "CHAgCl3F5V2", "method": "ωB97M-V/def2-TZVPD", "species": ["Ag", "V", "V", "F", "F", "F", "F", "F", "C", "Cl", "Cl", "Cl", "H"], "coordinates": [[8.64, 14.45, 4.39], [6.54, 13.15, 4.27], [7.59, 13.63, 6.68], [7.48, 14.00, 3.21], [6.18, 12.67, 5.87], [8.15, 12.71, 4.90], [9.06, 14.34, 6.11], [7.04, 14.57, 5.28], [6.68, 17.22, 4.13], [7.97, 17.76, 3.01], [5.24, 16.55, 3.41], [6.12, 18.51, 5.21], [7.15, 16.51, 4.81]], "e_above_lowest_ev": 10.004, "charge": 1, "spin_multiplicity": 8, "s_squared": 15.757, "homo_ev": [-11.150, -14.176]}

7.
{"formula": "CHAlF4NO3S", "method": "ωB97M-V/def2-TZVPD", "species": ["N", "S", "O", "O", "C", "F", "F", "F", "F", "Al", "O", "H"], "coordinates": [[-0.65, 0.70, 0.41], [0.68, 0.02, 0.03], [0.58, -1.36, -0.55], [1.94, 0.70, 0.19], [-0.33, 1.48, -1.23], [-0.18, 2.72, -0.76], [0.49, 1.45, -2.28], [-1.54, 1.37, -1.79], [-0.12, -3.84, 1.16], [-0.09, -2.28, 0.77], [-0.34, -0.68, 1.59], [-0.44, -0.27, 2.46]], "charge": 1, "homo_ev": -15.479}

8.
{"formula": "CHBr2FO", "method": "ωB97M-V/def2-TZVPD", "species": ["C", "O", "F", "Br", "Br", "H"], "coordinates": [[0.08, 0.52, -0.37], [-0.22, -1.54, 0.08], [-0.13, 0.60, -1.60], [1.91, 0.47, 0.05], [-1.03, 1.30, 0.87], [-0.61, -1.35, 0.96]], "e_above_lowest_ev": 3.368, "homo_ev": -9.926}

9.
{"formula": "CHBr2NO", "method": "ωB97M-V/def2-TZVPD", "species": ["C", "N", "O", "Br", "Br", "H"], "coordinates": [[0.52, -0.03, 0.29], [-0.50, -0.04, -0.58], [-1.12, -1.20, -0.98], [0.89, 1.85, 0.98], [1.02, -1.50, 1.19], [-0.81, 0.93, -0.91]], "e_above_lowest_ev": 2.668, "smiles": "[O-][NH+]=C(Br)Br", "homo_ev": [-9.174, -9.168]}

10.
{"formula": "CHBr3HgO3", "method": "ωB97M-V/def2-TZVPD", "species": ["Hg", "O", "C", "O", "O", "H", "Br", "Br", "Br"], "coordinates": [[-1.28, -0.30, -0.62], [2.58, 0.66, 0.65], [1.33, 0.31, 0.16], [0.78, 1.00, -0.73], [0.75, -0.67, 0.70], [2.58, -0.04, 1.33], [-2.44, 1.28, 1.31], [-2.04, 0.48, -3.05], [-2.26, -2.71, 0.24]], "charge": -2, "homo_ev": -1.911}

11.
{"formula": "CHBr4O2P", "method": "ωB97M-V/def2-TZVPD", "species": ["C", "O", "O", "P", "Br", "Br", "Br", "Br", "H"], "coordinates": [[-0.48, -0.48, -1.23], [1.45, 0.77, 1.53], [-0.12, -0.91, -0.15], [-0.12, 0.61, 1.68], [-0.08, 1.65, -1.20], [-2.48, -0.55, -1.52], [0.51, -1.15, -2.94], [-0.43, -0.81, 3.24], [1.73, 0.86, 0.59]], "e_above_lowest_ev": 0.000, "spin_multiplicity": 3, "s_squared": 2.010, "homo_ev": [-8.029, -10.205]}

12.
{"formula": "CHBr4OP", "method": "ωB97M-V/def2-TZVPD", "species": ["C", "O", "P", "Br", "Br", "Br", "Br", "H"], "coordinates": [[0.55, -0.15, -1.62], [-0.63, -1.67, 2.26], [-0.38, -0.59, 1.33], [-1.06, 0.78, -2.21], [2.00, 0.89, -1.13], [-2.22, 0.90, 1.14], [1.14, 0.94, 2.23], [0.60, -1.09, -1.99]], "spin_multiplicity": 3, "s_squared": 2.017, "homo_ev": [-8.646, -10.355]}

13.
{"formula": "CHBrCl2S", "method": "ωB97M-V/def2-TZVPD", "species": ["C", "S", "Cl", "Cl", "Br", "H"], "coordinates": [[-3.41, 0.65, -0.44], [0.45, -0.28, -1.13], [-2.06, 0.32, -1.47], [-3.40, 2.04, 0.51], [-4.10, -0.95, 0.12], [-0.05, -0.97, 0.03]], "e_above_lowest_ev": 2.933, "homo_ev": [-8.774, -9.578]}

14.
{"formula": "CHBrClFN5O3", "method": "ωB97M-V/def2-TZVPD", "species": ["C", "N", "N", "N", "N", "N", "O", "O", "O", "F", "Cl", "Br", "H"], "coordinates": [[0.56, 0.88, -0.26], [-0.05, -0.27, -0.76], [0.15, 1.05, 0.98], [-0.92, -0.76, 0.32], [-0.70, 0.11, 1.23], [1.43, 1.85, -0.96], [0.06, -0.81, -1.89], [1.32, 2.14, -2.13], [2.22, 2.40, -0.19], [-2.52, -0.38, 4.59], [-1.68, -0.16, 3.03], [0.04, -3.72, -1.70], [0.10, -2.32, -2.26]], "e_above_lowest_ev": 0.000, "charge": -1, "homo_ev": [-6.209, -6.208]}

15.
{"formula": "CHBrClNO", "method": "ωB97M-V/def2-TZVPD", "species": ["C", "N", "O", "Cl", "Br", "H"], "coordinates": [[0.84, 1.05, 0.04], [-1.39, -0.71, -0.40], [0.98, 2.16, -0.20], [-0.45, -1.94, -0.06], [1.87, -0.44, 0.32], [-1.86, -0.12, 0.30]], "e_above_lowest_ev": 4.697, "homo_ev": [-9.300, -8.546]}

16.
{"formula": "CHBrClNO2", "method": "ωB97M-V/def2-TZVPD", "species": ["C", "N", "O", "O", "Cl", "Br", "H"], "coordinates": [[-0.11, -0.21, -0.10], [0.20, 1.15, -0.60], [1.14, 1.16, -1.39], [-0.52, 2.05, -0.22], [0.29, -2.97, 1.79], [-1.43, -0.20, 1.16], [0.42, -0.97, -0.64]], "e_above_lowest_ev": 2.989, "homo_ev": [-11.270, -9.866]}

17.
{"formula": "CHBrF2N2O2", "method": "ωB97M-V/def2-TZVPD", "species": ["C", "N", "N", "O", "O", "F", "F", "Br", "H"], "coordinates": [[0.42, 0.29, -0.08], [0.32, -1.39, 0.28], [-0.96, 0.80, -0.05], [0.63, -2.10, -0.60], [-0.05, -1.59, 1.39], [-1.54, 0.65, -1.28], [-1.08, 2.22, 0.03], [1.46, 1.10, 1.37], [0.80, 0.01, -1.07]], "e_above_lowest_ev": 0.911, "smiles": "O=[N+]([O-])[C@H](Br)N(F)F", "homo_ev": -11.100}

18.
{"formula": "CHBrF2OS", "method": "ωB97M-V/def2-TZVPD", "species": ["C", "O", "F", "F", "S", "Br", "H"], "coordinates": [[-0.05, 0.04, 0.77], [-1.61, -0.58, -1.31], [-1.25, 0.20, 1.39], [0.75, -0.62, 1.67], [-0.29, -0.91, -0.86], [1.50, 0.16, -2.01], [0.94, 1.71, 0.35]], "e_above_lowest_ev": 4.561, "homo_ev": [-10.116, -10.112]}

19.
{"formula": "CHBrFNO", "method": "ωB97M-V/def2-TZVPD", "species": ["C", "N", "O", "F", "Br", "H"], "coordinates": [[2.28, 0.44, 0.12], [2.59, -0.72, 0.06], [2.47, -1.90, 0.06], [2.70, 1.66, -0.01], [-0.92, 1.44, -0.01], [-1.64, 1.45, 1.35]], "e_above_lowest_ev": 1.488, "smiles": "[O-][N+]#CF.Br", "homo_ev": [-10.003, -10.003]}

20.
{"formula": "CHBrN2", "method": "ωB97M-V/def2-TZVPD", "species": ["C", "N", "N", "Br", "H"], "coordinates": [[0.96, 1.82, 0.07], [0.89, 2.93, -0.16], [1.10, 0.59, 0.45], [2.62, -0.41, -0.02], [-0.34, -0.34, 0.36]], "e_above_lowest_ev": 3.242, "homo_ev": [-9.852, -9.854]}